The following is a DFT calculation (ωB97M-V with the def2-TZVPD basis set) of one molecule with the formula C16H32O.

The total energy comes out at -704.08419 Ha. The structure (SMILES) is CCCCCCCCCCCCCCCC=O. The frontier orbital gap is 10.87 eV. The value obtained for the energy above the lowest of the compared OMol25 structures with the same formula, charge and spin is 4.7 kJ/mol. The total charge is 0. As for the HOMO energy: -9.83 eV.

Structure (XYZ):
```
49
Properties=species:S:1:pos:R:3:nbo_charge:R:1
O 2.88431 -3.39669 -3.10361 -0.524
C 2.05861 -5.55830 -2.42354 -0.513
C -0.87877 5.36882 0.85575 -0.397
C 0.38625 4.51136 0.90755 -0.393
C 2.54056 -4.50942 -3.38244 0.453
C -1.87143 0.76764 -0.35655 -0.384
C -1.29535 5.92560 2.21508 -0.396
C -2.48162 6.87439 2.09090 -0.599
C -0.62338 -1.41119 0.11313 -0.400
C -0.74845 1.74667 -0.00753 -0.401
C -1.84833 -0.55148 0.41762 -0.391
C 0.28391 3.25471 1.77579 -0.392
C -0.85418 2.29952 1.41173 -0.401
C -0.70913 -2.77155 0.80191 -0.383
C 0.69960 -4.11692 -0.84573 -0.401
C 0.53522 -3.63531 0.59393 -0.385
C 1.89809 -5.05231 -0.99166 -0.394
H 0.84039 -3.26173 -1.50611 0.212
H 1.23132 2.71450 1.69815 0.200
H -1.89787 -0.35513 1.49011 0.193
H 2.78661 -6.37478 -2.46449 0.234
H -2.83085 1.26021 -0.17638 0.197
H -0.20946 -4.64006 -1.15523 0.188
H 0.28033 -0.90281 0.45240 0.194
H 0.22002 1.26135 -0.13763 0.196
H -0.83097 1.47173 2.12339 0.200
H 0.46987 -4.50757 1.25025 0.196
H -1.81475 0.54165 -1.42459 0.198
H -1.56387 5.10603 2.88358 0.194
H 1.42121 -3.06794 0.88694 0.196
H 2.80578 -4.51891 -0.70376 0.214
H 0.65258 4.22240 -0.11113 0.200
H 1.20692 5.12179 1.29416 0.200
H 1.77841 -5.90559 -0.32017 0.202
H -0.45091 6.45675 2.66088 0.193
H -0.84776 -2.61116 1.87438 0.198
H 2.57127 -4.86768 -4.43323 0.096
H -2.77108 7.25823 3.06664 0.207
H 1.11474 -5.95819 -2.80429 0.223
H -1.81462 2.80418 1.53178 0.193
H -0.79697 2.57446 -0.71749 0.201
H -1.70224 4.78926 0.43499 0.192
H 0.16668 3.55134 2.82033 0.199
H -2.23155 7.71812 1.45093 0.199
H -0.54625 -1.54669 -0.96689 0.196
H -3.33703 6.36017 1.65731 0.200
H -0.69372 6.20651 0.17768 0.200
H -2.74571 -1.11693 0.15166 0.199
H -1.58690 -3.30988 0.43537 0.191
```